# C4H28NO8S

A cluster of 9 separate species, C4H28NO8S in total (ωB97M-V/def2-TZVPD, OMol25).

Computed properties:
ΔE to the lowest compared entry with this formula, charge and spin	0.00	kJ/mol
HOMO level	-11.32	eV
HOMO-LUMO gap	8.840	eV
charge	+1
total energy	-1223.8301	hartree
max |F|	0.05466	hartree/bohr
LUMO level	-2.48	eV

Atoms and positions in Å:
C: 2.822 -0.362 -1.211
C: 1.886 0.142 -2.379
C: 0.355 0.020 -2.133
S: -0.082 -1.719 -1.384
C: -1.910 -1.891 -1.644
N: 2.185 0.197 0.058
H: 2.907 -1.439 -1.135
H: 3.741 0.208 -1.422
H: 2.107 -0.396 -3.308
H: 2.198 1.170 -2.567
H: -0.006 0.189 -3.172
H: 0.094 0.764 -1.412
H: -2.416 -1.224 -2.386
H: -2.521 -1.696 -0.773
H: -2.013 -2.823 -2.175
H: 2.884 0.682 0.612
H: 1.369 0.805 -0.049
H: 1.767 -0.498 0.687
H: -1.212 -2.230 4.847
H: -0.375 -2.248 3.579
O: -0.609 -1.672 4.338
H: 1.905 -2.792 4.105
H: 2.481 -3.294 2.708
O: 2.004 -2.600 3.168
H: -3.888 0.341 1.077
H: -2.466 0.143 0.732
O: -3.334 0.275 0.281
H: 0.732 3.235 0.737
H: -0.473 2.555 0.073
O: 0.496 2.433 0.255
H: -2.694 1.274 -4.296
H: -2.849 2.661 -3.700
O: -2.216 1.940 -3.790
H: 1.752 0.881 2.956
H: 2.377 -0.475 3.386
O: 2.345 0.178 2.669
H: -2.645 1.973 -0.333
H: -2.062 2.806 -1.456
O: -1.975 2.680 -0.485
H: -0.790 0.685 1.324
H: -1.025 -0.604 2.251
O: -0.842 -0.273 1.368